The following is a quantum chemistry calculation of a 5-piece molecular cluster, H10O5 overall at a distorted geometry, from the OMol25 dataset.

Structure (XYZ):
```
15
Properties=species:S:1:pos:R:3:forces:R:3
O -2.0579 -2.2926 -1.2473 -3.244 3.499 0.758
O 0.4930 -2.3614 0.8003 1.244 -0.173 0.322
O 0.4222 1.3048 2.6286 0.595 1.566 0.738
O 2.3675 -0.2932 1.5723 0.725 -1.604 1.942
O -0.7004 4.1062 -3.4213 -1.742 2.615 1.903
H -1.2867 4.6549 -3.9681 0.482 -0.533 0.133
H 2.6693 -0.7958 2.4007 -0.365 1.311 -1.655
H 1.1485 0.7946 2.2613 0.229 -0.759 -0.490
H -0.2964 3.4761 -3.9375 1.259 -2.080 -2.040
H -0.1392 -1.8092 0.3688 -1.017 0.325 -0.549
H -2.3894 -3.0909 -1.6056 -0.280 -1.545 -0.637
H 1.7686 -0.9732 1.2208 -0.107 0.001 -0.298
H 0.0250 -3.0822 1.2143 -0.312 -0.114 0.081
H 0.9506 2.0858 2.9221 -1.045 -0.602 -0.168
H -2.9747 -1.7239 -1.2092 3.579 -1.907 -0.042
```
Forces are in eV/Å.

Results
- net charge = 0
- SMILES = O.O.O.O.O
- energy relative to the best compared isomer or geometry (same formula, charge and spin) (kcal/mol) = 35.1
- 2S+1 = 1
- LUMO (eV) = 0.44

***

The following is a quantum chemistry calculation of C8H29N14NiO10 as an isolated structure at a distorted geometry, from the OMol25 dataset.

Structure (XYZ):
```
62
Properties=species:S:1:pos:R:3:forces:R:3
Ni 19.2182 12.4490 11.8935 2.741 -2.756 1.964
O 24.7545 12.1345 15.4554 -0.145 0.695 0.902
O 19.3055 10.8978 15.5724 -0.476 0.425 -0.993
O 20.3492 11.8622 13.8062 1.368 0.123 0.024
O 19.4781 6.7948 15.7530 -1.014 0.369 -0.920
O 18.2655 11.6085 13.7006 -2.768 -0.416 -0.422
O 22.2476 10.7892 16.9022 0.232 0.038 -0.337
O 17.7767 12.4866 19.2323 1.187 -0.651 1.117
O 21.2718 12.8662 11.2815 -8.126 -4.276 -2.452
O 14.9031 8.1741 15.0644 -0.308 -0.750 -0.185
O 19.5478 10.4794 11.2275 -3.969 4.895 0.058
N 20.2740 8.6787 10.2250 -1.588 -2.745 -4.244
N 15.7098 10.2388 14.9983 -2.756 3.063 -0.440
N 21.3239 9.4194 11.9022 3.243 0.549 3.212
N 23.5642 11.0178 13.9625 -3.512 -1.548 -2.140
N 23.1602 13.8446 10.5575 -0.527 -0.393 -1.604
N 17.1331 8.6832 15.1607 2.458 -2.446 0.282
N 22.7816 12.8305 17.7303 4.384 3.750 -1.966
N 21.1554 8.2930 15.9084 2.876 1.838 -2.298
N 21.3150 11.6568 18.7146 -2.557 -1.666 1.950
N 25.7365 10.9733 13.8739 3.265 -1.107 -1.411
N 15.9635 13.5514 18.5793 -5.293 4.939 3.113
N 16.9673 12.4259 17.1899 0.961 -2.237 -6.791
N 20.0039 7.7947 17.6486 -0.844 1.402 4.350
N 22.6433 13.8032 12.6483 0.857 0.910 4.060
C 20.3496 9.5970 11.1011 0.309 -0.966 0.102
C 22.1753 11.7147 17.7373 -1.936 -2.137 -0.260
C 19.3081 11.4271 14.3607 0.255 1.436 -1.847
C 24.6762 11.3882 14.4901 0.760 2.564 3.000
C 22.2657 13.4311 11.4793 5.915 3.725 -0.498
C 20.1410 7.6233 16.3804 -0.654 -3.046 -2.003
C 15.9043 8.9861 15.0386 -0.194 -0.881 0.731
C 16.9952 12.8425 18.3823 3.292 -2.022 3.506
H 22.6825 11.3586 14.3181 0.099 -0.564 -0.016
H 21.3037 12.3306 19.4670 -0.216 -0.540 0.000
H 23.7137 10.4084 13.1710 -1.217 0.124 0.093
H 16.5292 10.8010 14.8183 -0.441 0.847 -0.389
H 14.7464 10.5315 15.0775 0.279 0.877 -0.183
H 22.0642 8.8334 11.5437 0.384 0.483 0.811
H 19.5807 8.8105 9.5025 0.105 -0.571 -0.021
H 15.7528 14.3003 17.9351 -0.305 -0.032 0.301
H 20.6015 8.5184 18.0218 -0.469 -0.313 0.735
H 16.2487 12.9030 16.6644 0.332 -1.159 -0.821
H 17.7213 9.4790 15.3625 0.638 -0.612 0.176
H 25.6831 10.3368 13.0916 0.615 0.150 0.345
H 23.3395 14.5326 12.7052 -0.059 -0.419 0.668
H 15.8157 13.7429 19.5599 -0.102 0.624 -0.125
H 21.4020 10.2268 12.5040 0.997 -0.364 0.540
H 24.1295 13.9329 10.8275 -0.233 0.044 -0.477
H 21.5790 8.0764 15.0174 -0.469 -0.235 0.187
H 22.6080 13.6682 18.2671 -0.109 -0.641 0.173
H 23.6538 12.7605 17.2258 0.206 0.702 -0.532
H 22.3084 13.2700 13.4380 0.133 0.633 0.209
H 20.1676 11.2128 15.8538 1.252 -0.664 1.502
H 26.5917 11.2254 14.3485 0.173 -0.387 -0.517
H 20.8865 10.7436 18.7650 -0.464 0.560 0.750
H 21.7502 8.8363 16.5176 -0.019 0.255 -0.123
H 20.7581 7.7988 10.3331 -0.241 0.187 -0.337
H 19.1899 7.4725 18.1521 0.334 0.001 -0.093
H 22.8623 13.7568 9.5965 0.620 0.063 -0.029
H 17.4522 7.7466 15.3634 0.734 -0.366 -0.142
H 17.5138 11.6248 16.9074 0.007 0.643 -0.246
```
Forces are in eV/Å.

Results
- net charge = +2
- 2S+1 = 4
- LUMO (spin up / spin down) (eV) = -7.06 / -9.86
- <S²> = 3.76

***

Number 1: molar mass 90.1 g/mol. Number 2: molar mass 540.1 g/mol.